# 1
144
Properties=species:S:1:pos:R:3:mulliken_charge:R:1 method="wB97M-V/def2-TZVPD" mol_weight_g_mol=953.10 total_energy_ha=-5214.3334 homo_lumo_gap_ha=0.357 total_charge=+6 e_lumo_ev=-11.47 fmax_ha_per_bohr=0.060
As 4.5701 9.7165 5.4472 2.18
F 5.1515 9.4155 3.8167 -0.49
F 2.9188 9.5878 4.8873 -0.48
F 3.9773 10.0942 7.0814 -0.54
F 6.2406 9.8645 5.9830 -0.46
F 4.6522 11.4357 5.1157 -0.46
F 4.4314 8.0029 5.8795 -0.40
C 2.0567 11.9389 3.2942 -0.43
C 1.5888 13.3660 2.8482 -1.16
N 0.5419 13.9308 3.7071 0.37
C -0.8091 13.8923 3.5044 -0.19
C -1.4639 14.6210 4.4342 -0.71
N -0.4507 15.1996 5.1971 0.12
C 0.7270 14.7848 4.7396 -0.10
C -0.6306 16.1638 6.2746 -0.86
H 1.2880 11.1940 3.0915 0.14
H 2.2555 12.0075 4.3611 0.32
H 2.9738 11.6555 2.7820 0.25
H 1.1615 13.2076 1.8612 0.32
H 2.4357 14.0427 2.8193 0.40
H -1.2996 13.3804 2.6902 0.44
H -2.4982 14.8707 4.5983 0.52
H 1.6872 15.0407 5.1557 0.41
H 0.2852 16.2743 6.8537 0.31
H -1.3959 15.8719 6.9891 0.35
H -0.8404 17.1290 5.8155 0.37
C -0.6612 11.3320 6.8875 -0.62
C -1.3643 9.9808 6.7009 -0.64
N -0.3989 8.9046 6.5299 0.20
C 0.5520 8.5680 7.4687 -0.60
C 1.3570 7.6713 6.8352 -0.62
N 0.7516 7.2798 5.6768 0.27
C -0.2902 8.1248 5.4573 -0.18
C 1.3093 6.3420 4.7430 -0.52
H 0.0754 11.5295 6.1052 0.06
H -0.0933 11.3432 7.8203 0.22
H -1.3461 12.1754 6.9398 0.45
H -2.0222 9.9486 5.8318 0.35
H -2.0515 9.7895 7.5259 0.30
H 0.4971 9.1518 8.3698 0.67
H 2.2933 7.2338 7.1319 0.52
H -0.8790 8.2300 4.5618 0.41
H 2.3189 6.0274 4.9877 0.13
H 1.1817 6.7113 3.7283 0.14
H 0.7396 5.4077 4.7855 0.40
C 4.4202 9.5014 13.8620 -1.18
C 3.2671 10.3255 13.3357 -0.19
N 3.4149 10.6722 11.9049 0.14
C 2.4225 10.7804 10.9771 -0.54
C 2.9670 11.2897 9.8304 -0.41
N 4.3086 11.4148 10.0454 0.26
C 4.5528 11.0744 11.3225 -0.28
C 5.2778 11.9121 9.0962 -0.93
H 5.2841 10.1738 13.8444 0.37
H 4.6833 8.6251 13.2680 0.27
H 4.3243 9.2063 14.9038 0.40
H 3.3179 11.2838 13.8540 0.27
H 2.2801 9.8837 13.4502 0.34
H 1.3987 10.5171 11.1834 0.49
H 2.4275 11.5297 8.9322 0.58
H 5.5440 11.0598 11.7414 0.38
H 4.8086 12.4515 8.2767 0.37
H 5.7075 11.1087 8.4837 0.24
H 6.1414 12.3560 9.5816 0.42
C 13.3298 9.3498 7.4777 -1.23
C 12.4410 8.2089 6.9491 -0.13
N 11.4137 8.7047 6.0139 0.34
C 11.2463 8.3780 4.6837 -0.75
C 10.2514 9.1478 4.1647 -0.32
N 9.8408 9.9731 5.1761 0.18
C 10.4678 9.6258 6.2906 -0.29
C 8.8737 11.0713 5.0342 -0.89
H 13.7722 9.9130 6.6523 0.35
H 14.1984 9.0334 8.0520 0.41
H 12.7479 10.0647 8.0598 0.34
H 11.8944 7.7949 7.7935 -0.04
H 13.0575 7.5103 6.3916 0.42
H 11.7139 7.5856 4.1202 0.48
H 9.7707 9.2656 3.2081 0.64
H 10.3526 10.1814 7.2074 0.49
H 8.1413 10.7803 4.2838 0.25
H 9.4033 11.9212 4.6072 0.37
H 8.3992 11.2457 5.9918 0.34
C 7.0157 6.5701 3.6653 -1.46
C 7.7999 6.1856 4.9308 0.31
N 7.5265 4.7778 5.2321 0.40
C 6.3003 4.2497 5.5753 -0.47
C 6.5163 2.9051 5.7123 -0.70
N 7.8682 2.6676 5.6669 0.10
C 8.4480 3.8321 5.2860 0.00
C 8.5099 1.3632 5.8400 -0.79
H 7.2599 5.8704 2.8644 0.47
H 7.3813 7.5214 3.2766 0.39
H 5.9414 6.6222 3.8267 0.31
H 7.5922 6.8225 5.7901 -0.39
H 8.8492 6.2677 4.6487 0.31
H 5.4174 4.8516 5.6923 0.64
H 5.7451 2.1851 5.9386 0.43
H 9.5191 3.8599 5.1610 0.42
H 9.5887 1.4987 5.8392 0.30
H 8.2338 0.7331 4.9959 0.38
H 8.1651 0.9291 6.7746 0.35
C 9.3732 6.0742 9.2841 -0.93
N 8.0604 5.5745 9.8123 -0.01
C 8.0399 4.0513 9.8183 -0.83
C 7.9677 6.0452 11.2517 -0.96
C 6.9123 6.0720 8.9825 -0.06
C 6.7023 7.5652 8.8714 -0.62
O 7.7054 8.1530 8.0432 -0.30
H 9.5354 7.1269 9.4814 0.34
H 9.3797 5.8285 8.2229 0.30
H 10.1861 5.5056 9.7367 0.52
H 7.0148 3.7093 9.9284 0.38
H 8.6587 3.7106 10.6431 0.36
H 8.4553 3.7261 8.8667 0.39
H 8.2587 7.0941 11.2462 0.45
H 8.7588 5.5787 11.8361 0.43
H 6.9756 5.8679 11.6529 0.35
H 5.9905 5.5903 9.3054 0.58
H 7.0914 5.7165 7.9640 -0.42
H 6.9217 7.9913 9.8632 0.33
H 5.7024 7.9525 8.6710 0.47
H 7.6509 9.1064 7.9377 0.12
C 3.9175 7.2335 -0.3857 -0.80
N 3.5358 8.5172 0.3000 0.12
C 2.7907 8.1491 1.5567 -0.92
C 4.7818 9.2371 0.7223 -0.52
C 2.6460 9.3500 -0.6182 -0.64
C 2.2087 10.7298 -0.1149 -0.49
O 3.3192 11.6159 -0.0105 -0.49
H 4.6280 6.6938 0.2336 0.30
H 4.4032 7.4722 -1.3307 0.40
H 3.0051 6.6762 -0.5806 0.41
H 1.9877 7.4208 1.4677 0.47
H 2.4623 9.0717 2.0277 0.19
H 3.5308 7.6666 2.1964 0.30
H 4.5259 10.1209 1.3039 0.15
H 5.3211 9.5647 -0.1613 0.42
H 5.3279 8.6181 1.4297 0.15
H 1.7789 8.6998 -0.7584 0.39
H 3.1601 9.3557 -1.5783 0.46
H 1.6286 10.6649 0.8054 0.15
H 1.5492 11.1731 -0.8648 0.58
H 3.3954 12.0549 -0.8662 0.36

# 2
172
Properties=species:S:1:pos:R:3:mulliken_charge:R:1 method="wB97M-V/def2-TZVPD" mol_weight_g_mol=1514.57 total_energy_ha=-8482.0888 homo_lumo_gap_ha=0.299 total_charge=+1 e_lumo_ev=-3.32 fmax_ha_per_bohr=0.026
C -2.0912 -1.5973 -3.9245 -0.98
C -1.1278 -0.9726 -2.9116 0.32
C -1.4950 0.4577 -2.5281 -0.53
O -1.3234 0.6732 -1.1137 -0.40
C -0.5975 1.7595 -0.6152 1.39
P 1.1209 1.6963 -1.5071 -0.46
N 2.1882 2.4196 -0.4097 -0.41
O 1.3861 0.1113 -1.3107 -0.27
C -0.7041 1.4874 0.9186 -2.26
S 0.2497 0.0976 1.5379 1.35
O 1.6422 0.3383 1.5397 -0.69
O -0.4317 -0.2066 2.7510 -0.65
F -0.0517 -1.0300 0.5576 0.02
C -0.7012 2.6738 1.9426 0.69
C 0.5760 2.8092 2.8276 -1.14
O 1.6444 3.0941 2.3925 -0.16
C 0.4703 2.6797 4.3670 0.46
F 0.6117 3.9144 4.9027 -0.26
F -0.7690 2.2424 4.7117 -0.33
C 1.5108 1.7623 5.0984 0.20
F 1.2279 1.9628 6.4087 -0.32
F 1.3021 0.4756 4.8325 -0.11
C 3.0339 2.0926 4.9172 1.20
F 3.6408 1.7198 6.0661 -0.32
F 3.2160 3.4288 4.7772 -0.25
C 3.7778 1.3249 3.7915 0.07
O 3.9191 0.1534 3.8494 -0.48
O 4.2552 2.0774 2.7973 -0.48
C -1.2355 4.0588 1.4176 -2.02
P -0.7964 5.4282 2.6604 0.39
S 0.9477 6.2309 2.7340 -0.31
N -1.0348 4.3294 -0.0598 1.22
C 0.3431 4.8733 -0.3139 -0.70
C 0.8209 5.0094 -1.7563 0.23
C 0.2855 6.2288 -2.4953 -0.95
F 2.2078 5.1534 -1.6116 -0.45
O -1.9752 5.2358 -0.6503 0.16
C -2.4778 6.3285 0.1136 -1.27
C -3.5464 7.0390 -0.7361 0.44
C -3.3531 6.8609 -2.2363 -1.95
C -3.7044 8.5102 -0.2820 0.36
C -2.9700 9.5127 -1.1613 -1.45
C -3.3640 8.7558 1.1904 -1.61
C -1.4367 3.0340 -0.8694 -0.48
O -2.7610 2.7909 -0.6059 -0.46
F -1.4203 3.4011 -2.1583 -0.43
H -2.4067 -2.5677 -3.5573 0.05
H -2.9760 -0.9878 -4.0964 0.44
H -1.6183 -1.7489 -4.8863 0.17
H -0.1525 -0.9306 -3.3952 -0.05
H -0.9905 -1.5862 -2.0280 0.07
H -2.5529 0.5911 -2.7460 0.46
H -0.9751 1.1672 -3.1647 0.30
H 2.8380 2.9801 -0.9508 0.37
H 2.7416 1.7484 0.1151 0.22
H 1.9189 -0.1956 -2.0541 0.42
H -1.6998 1.0518 1.0001 1.51
H -1.4566 2.3933 2.6703 0.96
H 4.6012 2.9160 3.1303 0.38
H -2.3168 3.9946 1.5271 1.55
H -1.8048 6.3737 2.5121 0.10
H -1.1735 4.7397 3.8235 0.16
H 1.0475 4.3536 0.3270 0.10
H 0.3229 5.8857 0.0827 0.87
H 0.6685 4.1337 -2.3748 0.21
H 1.1167 6.8901 -2.7140 0.50
H -0.4156 6.7960 -1.8923 -0.19
H -0.2198 5.9515 -3.4125 0.32
H -2.9581 6.0142 1.0285 0.83
H -1.6725 7.0264 0.3505 0.60
H -4.4842 6.5340 -0.5060 0.30
H -2.4376 7.3105 -2.6045 0.33
H -4.1743 7.3645 -2.7407 0.50
H -3.4093 5.8173 -2.5218 0.48
H -4.7638 8.7366 -0.3961 0.39
H -3.3973 9.5461 -2.1585 0.36
H -3.0825 10.5089 -0.7449 0.46
H -1.9126 9.2752 -1.2708 0.26
H -3.7215 7.9610 1.8408 0.29
H -2.2951 8.9137 1.3245 0.37
H -3.8320 9.6841 1.5020 0.51
H -2.9270 2.4821 0.2900 0.46
O 5.9408 8.1633 4.5599 -0.64
S 6.1001 8.0772 5.9800 1.26
O 7.3713 7.7388 6.5345 -0.61
O 4.9980 7.0779 6.5449 -0.32
C 4.9173 5.7774 5.9265 -0.21
C 6.0061 4.8399 6.4118 -1.04
C 5.4968 9.5394 6.7454 -0.94
H 4.9372 5.8885 4.8405 0.37
H 3.9381 5.3926 6.2000 0.12
H 6.9893 5.1652 6.0758 0.36
H 5.8280 3.8328 6.0318 0.35
H 6.0240 4.8068 7.5002 0.30
H 4.5102 9.7613 6.3497 0.31
H 6.1957 10.3355 6.5000 0.38
H 5.4642 9.3818 7.8198 0.32
O -2.0931 -4.9479 -4.7575 -0.57
S -2.7456 -5.9621 -3.9798 1.22
O -2.9809 -5.7539 -2.5860 -0.52
O -1.9970 -7.3352 -4.2021 -0.34
C -0.5611 -7.3657 -3.9769 -0.25
C -0.2013 -7.4293 -2.5096 -0.66
C -4.2592 -6.4058 -4.7593 -1.09
H -0.1031 -6.5060 -4.4680 0.30
H -0.2157 -8.2600 -4.4901 0.13
H -0.4623 -6.5097 -1.9865 0.22
H 0.8698 -7.5957 -2.4078 0.36
H -0.7313 -8.2458 -2.0199 0.23
H -4.0692 -6.5992 -5.8108 0.33
H -4.9369 -5.5634 -4.6419 0.38
H -4.6597 -7.2861 -4.2647 0.34
O -0.4964 -7.5851 1.7527 -0.71
S -1.3112 -6.5324 1.2296 1.16
O -0.8401 -5.7398 0.1369 -0.61
O -1.7224 -5.5686 2.4258 -0.08
C -0.6712 -5.0465 3.2552 -0.66
C 0.0467 -3.9070 2.5635 -0.76
C -2.9204 -7.1347 0.8670 -0.92
H 0.0219 -5.8367 3.5459 0.41
H -1.1553 -4.6848 4.1601 0.22
H 0.6063 -4.2638 1.6999 0.34
H 0.7457 -3.4237 3.2481 0.46
H -0.6708 -3.1678 2.2055 0.09
H -3.2863 -7.6902 1.7255 0.34
H -2.8251 -7.7821 -0.0019 0.34
H -3.5656 -6.2905 0.6414 0.31
O -5.9497 -3.2343 3.9223 -0.69
S -4.9482 -3.9454 4.6573 1.27
O -4.5483 -5.2602 4.2692 -0.53
O -5.3485 -3.9560 6.1910 -0.28
C -6.6726 -4.4308 6.5362 -0.40
C -6.7710 -5.9418 6.5140 -0.97
C -3.5177 -2.9306 4.8111 -0.91
H -7.4050 -3.9694 5.8731 0.34
H -6.8501 -4.0501 7.5394 0.27
H -6.6770 -6.3318 5.5018 0.29
H -7.7359 -6.2529 6.9141 0.38
H -5.9783 -6.3858 7.1150 0.27
H -3.8231 -1.9484 5.1598 0.38
H -3.0574 -2.8590 3.8275 0.22
H -2.8318 -3.3961 5.5137 0.37
O 0.1928 -0.7572 -6.4140 -0.65
S 1.2928 -1.6029 -6.7741 1.40
O 2.0896 -2.2165 -5.7573 -0.64
O 2.2294 -0.8132 -7.7828 -0.34
C 2.6910 0.4975 -7.3897 -0.36
C 3.8364 0.4373 -6.3995 -0.87
C 0.7338 -2.8311 -7.8977 -0.99
H 1.8507 1.0740 -7.0002 0.32
H 3.0121 0.9688 -8.3156 0.31
H 3.5097 0.0419 -5.4383 0.16
H 4.2412 1.4374 -6.2427 0.40
H 4.6292 -0.2109 -6.7701 0.27
H 0.1632 -2.3496 -8.6862 0.32
H 0.1040 -3.5140 -7.3301 0.31
H 1.5970 -3.3543 -8.2996 0.36
O 2.2101 -9.4774 -3.6232 -0.49
S 3.3217 -10.2823 -4.0352 1.11
O 4.1749 -10.8677 -3.0523 -0.61
O 4.1941 -9.4456 -5.0642 -0.30
C 4.6103 -8.1198 -4.6644 -0.20
C 5.7833 -8.1439 -3.7062 -1.03
C 2.7806 -11.5244 -5.1548 -0.98
H 3.7579 -7.5854 -4.2427 0.22
H 4.8842 -7.6233 -5.5927 0.29
H 5.5007 -8.5641 -2.7424 0.30
H 6.1481 -7.1293 -3.5457 0.39
H 6.5925 -8.7524 -4.1082 0.27
H 2.1678 -11.0625 -5.9232 0.31
H 2.1976 -12.2383 -4.5776 0.37
H 3.6530 -12.0079 -5.5852 0.35

# 3
160
Properties=species:S:1:pos:R:3:mulliken_charge:R:1 method="wB97M-V/def2-TZVPD" mol_weight_g_mol=1109.13 total_energy_ha=-4197.2940 homo_lumo_gap_ha="0.090 / 0.077" total_charge=+1 spin_multiplicity=2 e_lumo_ev="-3.84 / -4.21" fmax_ha_per_bohr=0.091
C 0.0008 0.2002 0.3154 0.08
O 0.0149 1.2305 -0.7052 0.74
O -0.3329 0.8298 1.5078 -0.91
C -0.8184 -1.0162 -0.2054 0.22
F -1.6824 -0.7054 -1.1321 -0.16
F 0.0174 -1.9001 -0.6648 -0.16
F -1.5218 -1.6122 0.7825 -0.34
C 1.0954 1.1735 -1.7527 0.70
C 2.5211 1.4290 -1.1202 -0.58
H 2.7518 0.6200 -0.4270 -0.20
H 3.2171 1.3504 -1.9554 0.08
H 2.6522 2.3125 -0.4954 0.37
H 0.9436 1.9151 -2.5370 -1.22
H 1.0253 0.2294 -2.2930 0.07
H 1.0256 -0.1430 0.4576 -0.44
C 7.0512 -1.4948 0.6869 0.00
O 6.5661 -0.2854 1.3286 -0.43
O 8.3648 -1.2322 0.2206 -0.88
C 6.7121 -2.6960 1.6070 0.68
F 6.9414 -3.8896 1.0172 -0.31
F 7.5849 -2.6406 2.5589 -0.29
F 5.4427 -2.7731 2.0743 -0.22
C 5.1876 0.0505 1.2459 0.99
C 5.0340 1.3714 2.1505 -1.09
H 5.4366 2.3237 1.8055 0.43
H 3.9567 1.4397 2.3013 -0.15
H 5.4175 1.1067 3.1359 0.36
H 4.6095 -0.7369 1.7295 -0.32
H 4.8795 0.2664 0.2229 0.13
H 6.4526 -1.7201 -0.1957 0.08
C 1.8501 2.7434 -5.4353 -0.37
O 2.4378 1.5989 -4.8227 0.15
O 0.8470 2.2891 -6.2890 -1.05
C 1.4681 3.9415 -4.5931 0.86
F 2.3817 4.1899 -3.6662 -0.28
F 1.3402 5.0476 -5.3168 -0.33
F 0.2908 3.8117 -3.8864 -0.21
C 3.8192 1.7239 -4.3640 -0.46
C 4.2329 0.2993 -4.1216 -1.05
H 4.4603 -0.2370 -5.0429 0.31
H 5.0846 0.2443 -3.4436 0.47
H 3.4315 -0.1830 -3.5618 0.10
H 3.9992 2.3933 -3.5228 0.33
H 4.5345 2.1657 -5.0578 0.48
H 2.6950 3.0666 -6.0435 0.32
C -0.1147 -7.0895 0.7838 1.15
O -1.1545 -6.3537 0.0837 -0.42
O -0.7428 -8.1937 1.4222 -0.37
C 1.2275 -7.3165 -0.0258 0.72
F 2.1064 -7.8809 0.7350 -0.26
F 0.9887 -8.1119 -1.0882 -0.28
F 1.8346 -6.1971 -0.4808 -0.15
C -0.8582 -5.0114 -0.3255 0.64
C -2.1944 -4.5054 -0.7240 -1.12
H -2.7894 -5.1397 -1.3811 0.44
H -2.8764 -4.2243 0.0785 0.25
H -1.8961 -3.6172 -1.2810 0.13
H -0.2461 -5.0354 -1.2271 0.24
H -0.4332 -4.3268 0.4085 -0.24
H 0.1970 -6.4088 1.5760 -0.69
C -6.1573 -1.1430 0.1652 -0.83
O -5.4979 0.0233 0.7186 -0.24
C -4.3881 -0.3005 1.5352 -0.31
C -3.6335 1.0456 1.9480 0.38
N -4.6461 2.0376 2.5518 -0.07
H -5.5032 1.6402 2.9091 0.47
H -4.1788 2.6240 3.2285 0.48
C -5.2018 3.0068 1.4761 -0.43
C -6.2917 3.9315 2.0501 -0.66
O -7.3780 3.2525 2.6194 -0.36
C -8.2411 2.5822 1.6648 -0.50
H -6.7770 -0.7073 -0.6186 0.29
H -6.8295 -1.5861 0.9000 0.32
H -5.5661 -1.9511 -0.2656 0.29
H -3.6517 -0.9487 1.0601 0.04
H -4.5757 -0.8753 2.4421 0.30
H -3.0627 1.4133 1.0953 -0.41
H -3.0757 0.8554 2.8649 0.20
H -5.5316 2.3224 0.6945 0.43
H -4.3813 3.6304 1.1211 0.15
H -6.5367 4.5949 1.2207 0.43
H -5.9159 4.6347 2.7933 0.36
H -7.7020 1.7449 1.2215 0.07
H -8.7181 3.1994 0.9035 0.34
H -9.0220 2.0322 2.1898 0.29
C 1.4566 -3.3873 -6.1609 -0.75
O 0.3774 -2.5459 -5.7580 -0.44
C 0.7673 -1.4391 -4.9435 -0.67
C -0.5699 -0.5800 -4.7013 0.02
N -0.9941 0.1145 -5.9715 0.18
H -0.3410 0.8812 -6.0477 0.18
H -0.8796 -0.4698 -6.7873 0.46
C -2.2967 0.8600 -5.9053 -0.94
C -2.3948 1.9521 -4.8549 -0.54
O -2.4458 1.4634 -3.5450 -0.19
C -2.7077 2.5008 -2.6243 -0.60
H 2.1823 -2.8465 -6.7683 0.32
H 1.0132 -4.1915 -6.7482 0.29
H 1.9754 -3.8312 -5.3113 0.27
H 1.5638 -0.8418 -5.3872 0.39
H 1.1991 -1.7263 -3.9847 0.40
H -0.5434 0.1590 -3.9005 -0.27
H -1.2828 -1.3554 -4.4209 0.45
H -2.9935 0.0796 -5.5995 0.43
H -2.4377 1.2219 -6.9238 0.46
H -3.3598 2.4163 -5.0580 0.54
H -1.6195 2.7091 -4.9732 0.36
H -3.0121 3.4426 -3.0810 0.61
H -1.7485 2.7813 -2.1893 0.14
H -3.3863 2.2073 -1.8234 -0.03
C 1.8138 5.9418 -0.4117 -0.80
O 0.7999 5.6279 0.5530 -0.49
C -0.0116 4.5401 0.1601 -0.34
C -1.0366 4.3785 1.2283 -0.10
N -0.4508 3.6536 2.5065 0.37
H -1.1554 3.6080 3.2287 0.40
H -0.3092 2.7006 2.2036 -0.26
C 0.7869 4.2172 3.1992 -0.54
C 1.3613 3.2470 4.2768 -0.84
O 1.6890 2.0482 3.7087 0.25
C 2.2474 1.0277 4.5272 -0.66
H 2.6045 5.2082 -0.5687 0.26
H 2.4027 6.7962 -0.0779 0.32
H 1.3592 6.0629 -1.3950 0.40
H 0.5763 3.6245 0.0957 0.00
H -0.4590 4.7513 -0.8112 0.82
H -1.9099 3.8248 0.8837 -0.38
H -1.3328 5.3584 1.6029 0.60
H 0.4665 5.2267 3.4565 0.50
H 1.4716 4.3836 2.3676 0.33
H 0.5411 3.1863 4.9922 0.40
H 2.1481 3.7231 4.8618 0.46
H 2.5528 0.1988 3.8887 -0.08
H 1.4705 0.6566 5.1958 0.28
H 3.0181 1.4531 5.1699 0.44
C -3.2425 -1.6558 5.2459 -0.59
O -2.1411 -2.2102 4.6086 -0.39
C -1.1188 -1.2793 4.3370 0.08
C 0.0275 -2.0853 3.6729 0.68
N 0.6424 -3.1456 4.6577 0.00
H 1.4243 -2.6859 5.1021 0.44
H 0.0941 -3.4095 5.4639 0.45
C 1.3088 -4.4216 4.0768 -0.96
C 2.3808 -4.1612 2.9295 -0.59
O 1.7178 -3.7008 1.7239 0.14
C 2.5387 -3.4734 0.5524 -0.84
H -3.6669 -2.5154 5.7647 0.28
H -4.0231 -1.3905 4.5329 0.06
H -3.0184 -0.8474 5.9418 0.36
H -0.9171 -0.8913 5.3354 0.93
H -1.3219 -0.4693 3.6364 -0.48
H 0.8811 -1.4622 3.4062 -0.12
H -0.2713 -2.4966 2.7088 -0.97
H 0.4841 -5.0632 3.7664 0.39
H 1.6651 -4.9042 4.9869 0.55
H 2.9907 -5.0645 2.9161 0.47
H 3.0801 -3.3454 3.1128 0.42
H 2.9812 -2.4837 0.6659 0.22
H 1.9798 -3.4411 -0.3828 0.09
H 3.3531 -4.1611 0.3243 0.42